ORCA calculation (ωB97M-V/def2-TZVPD) on a structure of composition C31H33BN11O3S2Zn.

Results
DFT total energy	-4629.95682	Ha
multiplicity	1
largest force on an atom	0.23	eV/Å
Kohn-Sham gap	7.1	eV
charge	-1
LUMO	0.058	Eh

Positions of all 82 atoms, in Å:
Zn: -0.60787 -0.42638 -0.67674
C: 1.25003 -1.01888 -3.47482
C: 0.80605 0.38682 -3.25522
C: 0.95319 1.49954 -4.09076
C: 0.37245 2.55245 -3.40890
C: 0.27341 3.98371 -3.81939
N: -0.09337 2.07873 -2.23933
N: 0.17356 0.75264 -2.14704
B: -0.70752 2.87268 -1.07346
N: -2.06683 2.27027 -0.65757
N: -2.25401 0.93577 -0.47090
C: -3.48249 0.78006 0.01383
C: -4.06950 -0.54807 0.36078
C: -4.09962 2.02878 0.14613
C: -3.16234 2.94738 -0.27920
C: -3.24724 4.43479 -0.29563
N: 0.22695 2.86851 0.16771
N: -0.35421 3.21968 1.34780
C: 0.63277 3.45083 2.19761
C: 0.34086 3.85198 3.60685
C: 1.87977 3.25747 1.57152
C: 1.57978 2.90139 0.27254
C: 2.52367 2.59868 -0.84533
H: 1.84851 -1.08970 -4.38191
H: 0.38830 -1.68175 -3.57151
H: 1.84087 -1.36480 -2.62598
H: 1.42856 1.53262 -5.05642
H: 0.71264 4.10172 -4.80919
H: 0.80131 4.63972 -3.12650
H: -0.76425 4.31515 -3.85606
H: -0.89354 3.99562 -1.45737
H: -3.44603 -1.37031 0.01662
H: -5.05200 -0.65566 -0.10107
H: -4.19891 -0.63802 1.44165
H: -5.09152 2.23486 0.51337
H: -4.21842 4.74815 0.08484
H: -3.12109 4.83285 -1.30286
H: -2.46570 4.85788 0.33648
H: -0.73118 3.78396 3.78881
H: 0.66080 4.87777 3.80153
H: 0.85717 3.20939 4.32307
H: 2.86499 3.34317 2.00129
H: 3.54424 2.65893 -0.47149
H: 2.41521 3.31170 -1.66525
H: 2.36933 1.59290 -1.23410
N: -1.72617 -1.21001 6.17177
C: -0.54415 -0.81565 5.66606
S: 0.73482 -0.41792 6.61700
C: -0.49832 -0.77313 4.17622
C: 0.28883 0.16184 3.52214
C: 0.26468 0.21186 2.14136
N: -0.48172 -0.61735 1.41055
C: -1.19960 -1.55252 2.02963
C: -1.24337 -1.66090 3.40493
H: -1.83485 -1.23128 7.17090
H: -2.53730 -1.29980 5.58474
H: 0.91121 0.84216 4.08487
H: 0.86941 0.92478 1.59927
H: -1.73271 -2.24380 1.38779
H: -1.80805 -2.46672 3.85405
O: 2.20603 -7.45197 -3.81742
C: 2.36482 -6.77324 -2.64532
O: 3.28038 -7.05980 -1.92553
C: 1.36712 -5.70579 -2.36791
C: 1.69942 -4.69872 -1.46492
C: 0.81665 -3.67053 -1.19371
C: -0.43944 -3.62484 -1.80743
S: -1.61327 -2.35209 -1.51963
C: -0.78386 -4.65856 -2.68552
C: 0.10691 -5.67726 -2.96482
H: 1.51488 -7.02549 -4.33620
H: 2.66647 -4.73050 -0.97961
H: 1.09511 -2.88819 -0.50171
H: -1.76214 -4.64787 -3.14906
H: -0.21440 -6.47426 -3.62833
O: 1.85450 -0.65713 -0.27009
N: 2.92875 -0.45264 0.37018
C: 3.17318 -1.19763 1.43616
C: 4.38868 -0.94998 2.14265
N: 5.36647 -0.76087 2.72073
C: 2.30210 -2.23688 1.89705
N: 1.60220 -3.07229 2.27070


ORCA calculation (ωB97M-V/def2-TZVPD) on a structure of composition C24H38F5NO22S2Y in a non-equilibrium geometry.

Results
DFT total energy	-3981.09826	Ha
multiplicity	1
largest force on an atom	5.43	eV/Å
Kohn-Sham gap	5.2	eV
charge	+1
LUMO	-0.266	Eh

Positions of all 93 atoms, in Å:
Y: 2.71254 -1.79172 -2.19091
C: -0.01478 -1.36525 -0.83170
O: 0.30761 -0.44062 -1.90433
O: 1.08455 -2.09751 -0.72166
C: -0.38320 -0.62323 0.44159
F: -1.43261 0.18600 0.29356
F: -0.73010 -1.48153 1.41261
F: 0.61447 0.13418 0.92889
C: -0.74347 0.32736 -2.47283
C: -0.30452 0.93852 -3.81455
H: 0.39392 1.76123 -3.71403
H: 0.05805 0.13675 -4.45147
H: -1.21353 1.31631 -4.28019
H: -1.02804 1.18730 -1.86488
H: -1.64597 -0.17711 -2.83393
H: -0.91537 -1.89694 -1.17200
N: 1.72933 -1.97983 -4.17651
S: 0.40992 -2.73104 -4.74854
O: 0.76236 -3.88870 -5.46741
O: -0.67792 -1.93439 -5.11909
F: -0.07220 -3.29786 -3.34056
S: 2.21946 -1.31344 -5.69524
O: 1.35457 -0.33238 -6.17777
O: 2.92864 -2.14065 -6.57807
F: 3.33945 -0.42202 -4.93521
O: -1.16617 -6.60966 3.00997
C: -0.78364 -5.48406 2.87752
O: -0.78159 -4.54468 3.84279
C: -1.10872 -4.95652 5.17540
C: -2.27825 -4.14996 5.70978
C: -0.25809 -4.92791 1.56443
H: -0.26813 -4.84949 5.86410
H: -1.40574 -6.00403 5.17338
H: -2.10704 -3.07640 5.73764
H: -2.55017 -4.53824 6.69621
H: -3.20836 -4.37601 5.17933
H: 0.82591 -4.90328 1.69066
H: -0.73898 -3.97678 1.37358
H: -0.49632 -5.68582 0.82426
O: 4.03223 4.18519 -2.70813
C: 2.90708 4.41671 -2.32314
O: 2.56652 5.27120 -1.38393
C: 3.64732 6.00732 -0.69193
C: 3.04930 6.78985 0.43743
C: 1.70980 3.77565 -2.97784
H: 4.02542 6.66170 -1.47591
H: 4.35491 5.23212 -0.40642
H: 2.60147 6.14236 1.18606
H: 2.29973 7.50234 0.09820
H: 3.85963 7.34845 0.90847
H: 1.22589 3.04517 -2.32482
H: 1.90776 3.34097 -3.95226
H: 0.91824 4.51573 -3.13060
C: 4.36047 2.31464 1.72648
C: 2.86409 2.58850 1.48347
O: 2.73711 3.91145 2.03681
C: 3.75958 4.17103 2.90121
O: 3.77546 5.07869 3.64810
O: 4.69581 3.20179 2.77273
H: 5.03139 2.26867 0.86620
H: 4.49861 1.30313 2.12893
H: 2.13161 1.91540 1.92201
H: 2.61039 2.80984 0.44246
C: 0.59870 -1.59488 4.78191
C: 1.67325 -2.27816 3.94082
O: 2.91845 -1.77480 4.41951
C: 2.66188 -0.68016 5.19193
O: 3.49211 0.04494 5.61635
O: 1.32757 -0.51675 5.36856
H: 0.26426 -2.33527 5.50719
H: -0.23835 -1.21497 4.20631
H: 1.65377 -2.15856 2.85575
H: 1.65154 -3.35523 4.11019
C: -3.14532 3.60788 -3.18618
C: -3.77601 2.58012 -4.13887
O: -4.21784 1.51047 -3.27245
C: -4.14200 1.90231 -1.96779
O: -4.51714 1.28350 -1.03208
O: -3.64716 3.15037 -1.93162
H: -3.50299 4.63000 -3.28389
H: -2.05625 3.65872 -3.24633
H: -3.08716 2.12175 -4.84118
H: -4.67005 2.95311 -4.63429
C: -5.15229 -1.68204 0.06252
C: -3.87545 -2.21830 0.71588
O: -4.20129 -3.59877 0.93648
C: -5.26476 -3.94117 0.17188
O: -5.52655 -5.04099 -0.17366
O: -5.95088 -2.82934 -0.18402
H: -5.09456 -1.10755 -0.86016
H: -5.57591 -0.93088 0.73716
H: -3.57792 -1.67569 1.60645
H: -3.01932 -2.29815 0.03526


ORCA calculation (ωB97M-V/def2-TZVPD) on a structure of composition C14H42AlO7S7 in a non-equilibrium geometry.

Results
DFT total energy	-4113.58165	Ha
multiplicity	1
largest force on an atom	3.53	eV/Å
Kohn-Sham gap	1.2	eV
charge	+3
LUMO	-0.460	Eh

Positions of all 71 atoms, in Å:
Al: 0.57404 0.96187 0.63992
C: -4.03318 -6.13948 3.25898
S: -3.99276 -5.56840 1.48126
O: -2.61722 -5.00710 1.19043
C: -4.21962 -7.13206 0.60527
H: -4.73456 -5.41656 3.67559
H: -3.10822 -5.93689 3.79887
H: -4.34804 -7.16144 3.47010
H: -3.97794 -7.19240 -0.45589
H: -5.18114 -7.63748 0.69552
H: -3.61413 -7.89500 1.09456
C: 5.81753 7.84083 -0.38301
S: 4.92344 7.18932 -1.87612
O: 4.06164 6.05884 -1.33721
C: 3.77720 8.62287 -2.30011
H: 5.07346 7.82719 0.41340
H: 6.11290 8.87630 -0.55230
H: 6.62017 7.17742 -0.06088
H: 3.35682 8.54632 -3.30286
H: 4.22327 9.60318 -2.13246
H: 2.91523 8.40582 -1.66926
C: -4.32637 1.41966 7.77890
S: -3.18959 0.02804 7.45323
O: -2.55338 -0.04256 6.01738
C: -1.83333 0.66323 8.48731
H: -3.71845 2.30293 7.97474
H: -4.92277 0.95837 8.56606
H: -5.11418 1.66997 7.06841
H: -2.25431 0.95826 9.44846
H: -1.38610 1.59282 8.13523
H: -0.99512 -0.02505 8.59589
C: -3.44327 6.06380 -6.24675
S: -1.71114 5.58651 -5.75067
O: -1.78811 4.38518 -4.82664
C: -1.22065 4.88177 -7.40074
H: -3.64358 5.80725 -7.28702
H: -3.59258 7.13989 -6.15821
H: -4.13424 5.43429 -5.68606
H: -1.76479 3.94512 -7.52187
H: -0.18599 4.61770 -7.18201
H: -1.17975 5.62103 -8.20070
C: 5.02332 -6.36343 2.07765
S: 3.55683 -6.06289 3.18982
O: 2.90438 -4.76686 2.70042
C: 2.53977 -7.51866 2.51209
H: 5.93952 -5.87697 2.41235
H: 4.79478 -6.16439 1.03063
H: 5.27399 -7.42313 2.12557
H: 1.75907 -7.67066 3.25740
H: 3.09049 -8.45877 2.48039
H: 2.18453 -7.24968 1.51734
C: -7.80888 1.70111 -2.03492
S: -6.59399 0.42430 -2.56170
O: -5.81919 0.20350 -1.29671
C: -7.88141 -0.92189 -2.70540
H: -8.28031 1.36510 -1.11137
H: -8.46954 1.84673 -2.88957
H: -7.24750 2.62290 -1.88240
H: -8.66017 -0.93881 -1.94292
H: -7.35763 -1.87524 -2.63571
H: -8.44343 -0.75605 -3.62450
C: 7.95549 -2.25104 -3.18767
S: 8.01743 -0.61996 -2.19013
O: 6.72578 -0.71958 -1.36090
C: 9.44223 -0.90384 -1.07237
H: 7.68987 -2.14475 -4.23945
H: 7.09710 -2.72269 -2.70932
H: 8.80974 -2.89119 -2.96726
H: 8.97098 -1.01927 -0.09632
H: 10.11918 -0.04955 -1.06470
H: 9.99637 -1.82568 -1.24908